Record 1
55
Properties=species:S:1:pos:R:3 method="wB97M-V/def2-TZVPD" gap_ev=6.831 homo_energy_ha=-0.2820 fmax_ev_per_a=0.55 de_lowest_kcal_mol=0.00
Pt 0.800 0.078 0.477
C 4.968 -3.005 0.523
S 5.093 -1.531 1.561
C 3.598 -0.688 1.134
S 2.120 -1.614 1.144
N 3.747 0.586 0.912
N 2.548 1.207 0.672
C 2.516 2.372 0.159
C 1.188 2.911 -0.137
C 0.994 4.240 -0.463
C -0.299 4.712 -0.643
C -1.355 3.841 -0.474
C -1.089 2.511 -0.175
N 0.148 2.043 -0.039
H 5.849 -3.601 0.754
H 4.985 -2.733 -0.530
H 4.075 -3.581 0.748
H 3.418 2.938 -0.057
H 1.849 4.895 -0.556
H -0.470 5.750 -0.897
H -2.381 4.158 -0.589
H -1.888 1.792 -0.071
C -1.278 0.089 6.497
C -0.264 1.032 5.849
C -0.265 0.921 4.391
N -0.285 0.822 3.247
H -1.269 0.221 7.578
H -1.037 -0.950 6.274
H -2.284 0.289 6.132
H 0.747 0.817 6.198
H -0.476 2.071 6.105
C -4.199 1.285 -2.401
C -4.449 0.577 -1.234
C -3.455 -0.223 -0.680
C -2.194 -0.326 -1.267
C -1.968 0.388 -2.448
C -2.954 1.183 -3.013
Si -0.785 -1.305 -0.462
C -0.067 -2.346 -1.872
C -0.881 -3.297 -2.495
C -0.419 -4.063 -3.555
C 0.877 -3.889 -4.022
C 1.701 -2.948 -3.423
C 1.230 -2.188 -2.359
H -4.972 1.904 -2.840
H -5.420 0.641 -0.758
H -3.665 -0.772 0.232
H -0.999 0.320 -2.935
H -2.756 1.723 -3.931
H -1.502 -2.270 0.427
H -1.899 -3.442 -2.145
H -1.069 -4.796 -4.018
H 1.242 -4.485 -4.849
H 2.713 -2.804 -3.783
H 1.884 -1.459 -1.892


Record 2
44
Properties=species:S:1:pos:R:3 method="wB97M-V/def2-TZVPD" gap_ev=8.393 smiles="CCOc1ncccc1C(=O)OCC(=O)c1cc(OC)ccc1OC" homo_energy_ha=-0.2947 fmax_ev_per_a=0.64 de_lowest_kcal_mol=52.04
C 4.249 -0.014 -2.340
C 4.032 -1.391 -1.728
O 2.878 -1.426 -0.895
C 1.691 -1.494 -1.481
N 1.619 -1.580 -2.802
C 0.434 -1.701 -3.378
C -0.755 -1.753 -2.674
C -0.697 -1.651 -1.292
C 0.533 -1.512 -0.665
C 0.631 -1.336 0.797
O 1.525 -0.779 1.383
O -0.435 -1.864 1.429
C -0.514 -1.615 2.819
C -0.772 -0.148 3.189
O -0.700 0.196 4.345
C -1.171 0.736 2.072
C -2.225 0.272 1.281
C -2.763 1.022 0.248
O -3.782 0.438 -0.450
C -4.370 1.164 -1.501
C -2.237 2.288 -0.002
C -1.190 2.751 0.761
C -0.623 2.001 1.799
O 0.436 2.597 2.382
C 1.305 1.897 3.247
H 4.277 0.739 -1.557
H 3.439 0.218 -3.027
H 5.190 0.000 -2.882
H 4.856 -1.651 -1.060
H 3.935 -2.146 -2.515
H 0.457 -1.756 -4.458
H -1.698 -1.856 -3.185
H -1.598 -1.661 -0.699
H -1.330 -2.236 3.196
H 0.417 -1.913 3.317
H -2.671 -0.687 1.491
H -5.150 0.520 -1.904
H -4.820 2.096 -1.145
H -3.644 1.389 -2.290
H -2.628 2.914 -0.788
H -0.766 3.724 0.571
H 1.592 0.933 2.819
H 2.186 2.531 3.340
H 0.857 1.742 4.232


Record 3
41
Properties=species:S:1:pos:R:3 method="wB97M-V/def2-TZVPD" gap_ev=7.074 homo_energy_ha=-0.0792 fmax_ev_per_a=0.11 de_lowest_kcal_mol=0.00 total_charge=-2
Hg 0.351 1.102 -4.128
O -3.450 2.180 -2.284
C -2.351 1.809 -1.842
O -1.201 2.194 -2.182
C -2.385 0.801 -0.685
C -2.964 1.182 0.482
C -3.002 0.317 1.606
C -2.499 -0.963 1.516
C -1.951 -1.390 0.320
C -1.789 -0.529 -0.848
O -1.193 -0.866 -1.882
N -1.507 -2.764 0.296
O -1.252 -3.318 1.366
O -1.413 -3.345 -0.775
N -3.597 0.746 2.831
O -3.657 -0.037 3.780
O -4.031 1.894 2.905
H -3.417 2.161 0.553
H -2.545 -1.633 2.359
S -0.576 -2.981 -3.724
C -0.342 -4.189 -4.607
C 2.038 -0.534 -1.025
C 1.839 -1.139 0.392
N 2.034 -0.106 1.416
C 1.097 0.994 1.146
C 1.389 1.621 -0.244
N 2.455 0.866 -0.914
C 3.669 0.941 -0.115
C 3.399 0.401 1.317
H 1.109 -0.570 -1.594
H 2.803 -1.079 -1.588
H 2.547 -1.950 0.591
H 0.835 -1.545 0.509
H 1.195 1.729 1.951
H 0.082 0.592 1.190
H 1.724 2.659 -0.148
H 0.503 1.631 -0.882
H 4.001 1.984 -0.087
H 4.448 0.358 -0.617
H 3.523 1.188 2.068
H 4.086 -0.412 1.573


Record 4
114
Properties=species:S:1:pos:R:3 method="wB97M-V/def2-TZVPD" gap_ev=5.430 homo_energy_ha=-0.2583 fmax_ev_per_a=7.03 de_lowest_kcal_mol=0.00
C 0.484 -0.810 6.098
C -0.996 -0.504 6.297
C -1.389 0.900 6.693
C -1.886 -1.513 6.055
C -1.893 -2.116 4.640
C -3.022 -3.129 4.387
C -3.985 -2.721 3.263
C -4.974 -1.685 3.856
C -3.290 -2.068 2.045
C -3.782 -2.551 0.661
C -2.946 -3.664 0.093
C -1.738 -3.483 -0.544
S -0.939 -1.912 -0.779
O -0.501 -1.391 0.484
O 0.172 -2.135 -1.664
C -2.020 -0.691 -1.708
F -3.148 -1.262 -2.164
F -1.332 -0.330 -2.799
C -2.323 0.636 -0.949
F -2.668 0.433 0.328
F -1.192 1.364 -0.938
C -3.470 1.455 -1.611
F -4.625 0.884 -1.217
F -3.387 1.466 -2.943
C -3.535 2.934 -1.132
F -2.576 3.659 -1.690
F -3.493 3.045 0.186
F -4.706 3.433 -1.541
C -1.021 -4.601 -1.076
C -1.468 -5.879 -0.958
Cl -0.538 -7.168 -1.644
C -2.695 -6.141 -0.280
N -3.261 -7.322 -0.053
S -4.613 -6.967 0.766
N -4.540 -5.377 0.836
C -3.406 -5.009 0.220
H 0.594 -1.284 5.118
H 0.832 -1.509 6.853
H 1.067 0.110 6.045
H -0.545 1.537 6.419
H -2.218 1.220 6.066
H -1.598 1.059 7.757
H -2.587 -1.851 6.817
H -1.899 -1.263 3.965
H -0.951 -2.649 4.480
H -3.599 -3.271 5.304
H -2.600 -4.108 4.139
H -4.619 -3.551 2.939
H -5.464 -1.090 3.081
H -4.429 -0.992 4.504
H -5.762 -2.171 4.434
H -3.513 -1.002 2.094
H -2.204 -2.133 2.107
H -3.884 -1.693 0.002
H -4.795 -2.940 0.784
H -0.085 -4.444 -1.595
O 0.439 2.054 4.052
P 1.484 2.458 3.052
N 2.573 3.305 4.078
C 3.423 4.408 3.684
C 3.308 2.405 4.963
N 0.461 3.560 2.121
C 0.673 5.004 2.119
C -0.975 3.370 2.363
N 2.612 2.213 1.730
C 2.772 3.094 0.591
C 2.392 0.839 1.203
H 4.286 4.085 3.083
H 3.826 4.889 4.578
H 2.875 5.183 3.156
H 4.031 1.789 4.406
H 2.622 1.738 5.486
H 3.853 2.968 5.722
H 0.666 5.432 3.130
H -0.122 5.487 1.547
H 1.582 5.311 1.604
H -1.299 3.819 3.309
H -1.246 2.317 2.375
H -1.544 3.841 1.559
H 1.860 3.208 -0.005
H 3.543 2.669 -0.057
H 3.158 4.071 0.874
H 1.404 0.740 0.733
H 2.455 0.107 2.015
H 3.150 0.570 0.468
O 4.811 -1.329 -6.205
P 3.447 -0.719 -6.065
N 3.110 -0.370 -7.715
C 2.283 0.715 -8.198
C 2.847 -1.579 -8.489
N 3.954 0.719 -5.163
C 3.904 2.057 -5.743
C 5.289 0.594 -4.565
N 1.786 -0.614 -5.508
C 1.148 0.573 -4.979
C 1.576 -1.711 -4.524
H 1.208 0.528 -8.048
H 2.434 0.830 -9.274
H 2.557 1.669 -7.760
H 1.888 -2.042 -8.204
H 3.640 -2.312 -8.334
H 2.815 -1.358 -9.556
H 4.461 2.128 -6.686
H 4.339 2.773 -5.043
H 2.892 2.429 -5.894
H 6.088 0.735 -5.302
H 5.430 -0.375 -4.094
H 5.415 1.353 -3.789
H 1.631 0.964 -4.077
H 0.120 0.313 -4.720
H 1.054 1.360 -5.724
H 2.173 -1.553 -3.618
H 1.869 -2.671 -4.963
H 0.531 -1.798 -4.232


Record 5
14
Properties=species:S:1:pos:R:3 method="wB97M-V/def2-TZVPD" gap_ev=11.172 smiles="C=N.CCO" homo_energy_ha=-0.3836 fmax_ev_per_a=4.90 de_lowest_kcal_mol=73.72
C 1.867 1.572 -2.781
N 3.000 2.038 -2.217
H 1.171 2.218 -3.190
H 1.396 0.520 -2.610
H 3.111 3.079 -2.574
C -0.493 -1.412 0.798
C -1.648 -0.949 1.585
O -1.606 -1.130 3.022
H 0.307 -0.743 1.169
H -0.675 -1.209 -0.293
H -0.502 -2.485 1.157
H -1.821 0.161 1.363
H -2.659 -1.458 1.349
H -1.448 -0.204 3.222


Record 6
12
Properties=species:S:1:pos:R:3 method="wB97M-V/def2-TZVPD" gap_ev="7.091 / 8.284" homo_energy_ha="-0.4782 / -0.5255" fmax_ev_per_a=4.50 de_lowest_kcal_mol=135.82 total_charge=+1
C 0.429 1.286 -0.109
C -0.784 0.443 0.048
C -0.013 -0.883 0.036
C -2.194 0.592 0.028
C 1.478 -0.616 0.072
N 1.748 0.672 0.029
H -0.244 -1.595 0.776
H -0.243 -1.150 -0.995
H -2.685 -0.248 -0.364
H -2.600 1.562 0.366
H 2.409 -1.144 -0.029
H 2.699 1.082 0.142


Record 7
26
Properties=species:S:1:pos:R:3 method="wB97M-V/def2-TZVPD" gap_ev="3.589 / 7.873" homo_energy_ha="-0.1160 / -0.2748" s_squared=0.753 fmax_ev_per_a=0.70 multiplicity=2 de_lowest_kcal_mol=0.00
C 2.034 -1.029 -1.993
C 0.802 -0.532 -1.253
N 0.785 0.660 2.284
C 0.363 0.041 1.113
N 1.185 0.068 0.003
H 2.680 -0.193 -2.270
H 2.581 -1.736 -1.370
H 1.760 -1.524 -2.928
H 0.279 0.214 -1.874
H 0.108 -1.348 -1.056
H 1.689 1.076 2.384
H 0.200 0.606 3.092
H -0.598 -0.422 1.071
H 2.101 0.484 0.021
H -3.757 2.688 -0.850
H -3.972 1.634 -1.947
O -3.481 1.814 -1.140
H -3.267 0.521 0.043
H -4.030 -0.219 1.180
O -3.172 -0.139 0.759
H -2.272 -1.718 0.395
H -2.000 -3.224 0.421
O -1.560 -2.378 0.298
H 4.280 0.941 1.463
H 3.781 2.296 0.946
O 3.484 1.418 1.208


Record 8
19
Properties=species:S:1:pos:R:3 method="wB97M-V/def2-TZVPD" gap_ev="8.180 / 7.328" homo_energy_ha="-0.2763 / -0.2617" fmax_ev_per_a=4.00 de_lowest_kcal_mol=127.63
C -2.380 0.920 1.578
C -1.113 0.041 1.603
C -0.069 0.455 0.595
C 1.899 -1.843 -1.091
C 1.900 -0.493 -1.370
C 0.587 0.362 -1.643
O -0.381 0.150 -0.677
H -2.135 1.966 1.792
H -2.849 0.878 0.591
H -3.110 0.578 2.324
H -0.670 0.083 2.603
H -1.397 -0.997 1.413
H 0.447 1.395 0.765
H 1.462 -2.253 -0.195
H 2.196 -2.585 -1.805
H 2.609 -0.193 -2.177
H 1.943 0.048 -0.019
H 0.919 1.402 -1.684
H 0.140 0.088 -2.603


Record 9
14
Properties=species:S:1:pos:R:3 method="wB97M-V/def2-TZVPD" gap_ev=9.329 homo_energy_ha=-0.3155 fmax_ev_per_a=0.52 de_lowest_kcal_mol=87.01
C -1.087 0.614 1.397
C -0.676 -0.036 0.101
O -0.888 -1.231 -0.074
C -0.046 0.830 -0.969
C 2.215 -1.006 -0.488
O 1.471 -1.866 -1.115
H -0.394 1.404 1.698
H -2.073 1.073 1.251
H -1.174 -0.146 2.177
H -0.383 0.502 -1.956
H -0.266 1.888 -0.814
H 1.676 -0.741 0.475
H 1.049 0.727 -0.974
H 0.576 -2.010 -0.710


Record 10
9
Properties=species:S:1:pos:R:3 method="wB97M-V/def2-TZVPD" gap_ev="8.930 / 7.882" homo_energy_ha="-0.3621 / -0.3134" fmax_ev_per_a=3.53 de_lowest_kcal_mol=90.15
C -0.750 0.224 0.440
C -0.020 -1.023 0.170
N -1.070 1.016 -0.493
O 0.298 -1.207 -1.126
I -1.385 0.401 2.530
H 0.132 -1.845 0.885
H 1.401 0.679 0.602
H -1.417 1.869 -0.251
H -0.229 -0.493 -1.483


Record 11
53
Properties=species:S:1:pos:R:3 method="wB97M-V/def2-TZVPD" gap_ev=8.333 smiles="Cc1cccc(C)c1NC(=S)N(CCN(C)C)[C@H](C)c1cccnc1" homo_energy_ha=-0.2829 fmax_ev_per_a=0.56 de_lowest_kcal_mol=7.76
C -2.842 -0.883 2.483
C -3.116 -1.228 1.053
C -4.241 -1.961 0.700
C -4.492 -2.283 -0.620
C -3.613 -1.881 -1.610
C -2.475 -1.156 -1.292
C -1.494 -0.746 -2.348
C -2.238 -0.831 0.045
N -1.098 -0.057 0.374
C 0.005 -0.586 0.944
S 0.136 -2.204 1.279
N 1.008 0.296 1.231
C 0.706 1.693 1.451
C 0.846 2.587 0.206
N -0.312 2.490 -0.678
C 0.039 2.767 -2.060
C -1.395 3.356 -0.243
C 2.315 -0.285 1.525
C 3.396 0.733 1.879
C 2.786 -1.090 0.331
C 3.541 -2.244 0.497
C 3.977 -2.934 -0.620
C 3.645 -2.438 -1.872
N 2.931 -1.340 -2.046
C 2.517 -0.692 -0.973
H -2.549 0.162 2.580
H -2.021 -1.496 2.855
H -3.718 -1.067 3.099
H -4.926 -2.280 1.472
H -5.372 -2.853 -0.879
H -3.803 -2.144 -2.640
H -0.492 -1.085 -2.087
H -1.467 0.339 -2.449
H -1.765 -1.176 -3.309
H -0.965 0.815 -0.147
H 1.371 2.076 2.226
H -0.316 1.762 1.835
H 1.731 2.274 -0.350
H 1.006 3.628 0.529
H 0.465 3.772 -2.190
H -0.856 2.694 -2.677
H 0.761 2.030 -2.408
H -1.131 4.421 -0.323
H -1.651 3.141 0.793
H -2.273 3.167 -0.859
H 2.198 -0.978 2.372
H 4.343 0.205 1.969
H 3.197 1.220 2.831
H 3.501 1.486 1.101
H 3.765 -2.605 1.491
H 4.555 -3.840 -0.522
H 3.958 -2.940 -2.778
H 1.920 0.190 -1.171


Record 12
21
Properties=species:S:1:pos:R:3 method="wB97M-V/def2-TZVPD" gap_ev=8.328 homo_energy_ha=-0.1623 fmax_ev_per_a=2.17 de_lowest_kcal_mol=8.39 total_charge=-1
C -0.853 1.158 1.488
O -0.906 2.340 0.772
C 0.545 0.524 1.643
C 1.113 -0.250 0.440
C 1.490 0.620 -0.753
O 0.395 1.066 -1.466
H -1.524 0.377 1.106
H -1.187 1.398 2.483
H -0.561 2.119 -0.148
H 1.195 1.358 1.902
H 0.424 -0.139 2.447
H 0.416 -1.040 0.140
H 1.978 -0.807 0.832
H 2.078 1.468 -0.365
H 2.214 0.095 -1.405
H -1.141 -3.412 -0.257
H -1.010 -2.365 -1.373
O -1.138 -3.335 -1.205
H -1.880 -0.529 -2.553
H -0.483 0.104 -1.758
O -1.164 -0.749 -1.968